ORCA calculation (ωB97M-V with the def2-TZVPD basis set) on a 11-piece molecular cluster, C16H52F6N14O10P overall.

Each line ends with the Löwdin charge.
Positions of all 99 atoms, in Å:
P -28.855 8.048 15.389  0.198
F -28.019 9.208 14.473  -0.241
F -27.917 6.953 14.575  -0.210
F -27.764 8.228 16.581  -0.185
F -29.716 6.936 16.222  -0.193
F -29.724 9.239 16.101  -0.202
F -29.981 7.914 14.280  -0.168
C -32.727 12.163 21.790  -0.715
O -33.858 12.153 22.293  0.006
N -32.342 11.342 20.798  0.139
N -31.637 12.802 22.200  0.138
H -31.370 11.433 20.539  0.098
H -32.953 10.611 20.465  0.115
H -30.698 12.612 21.883  0.107
H -31.772 13.415 22.992  0.112
C -25.518 14.289 10.811  -0.834
O -24.701 15.116 10.493  0.042
N -26.764 14.470 11.031  0.161
N -25.215 13.059 11.099  0.158
H -26.961 15.447 11.193  0.127
H -27.439 13.722 10.956  0.121
H -26.004 12.488 11.364  0.106
H -24.371 12.596 10.793  0.119
C -25.842 9.727 22.729  -0.782
O -26.293 10.759 22.228  0.008
N -25.398 8.710 22.049  0.163
N -25.653 9.572 24.001  0.152
H -25.499 8.580 21.053  0.126
H -25.069 7.903 22.559  0.105
H -25.768 10.354 24.630  0.120
H -25.289 8.745 24.453  0.109
C -25.440 15.139 16.982  -0.749
O -25.248 16.196 16.320  -0.024
N -26.246 14.958 17.995  0.161
N -25.038 14.018 16.484  0.146
H -26.841 15.724 18.274  0.120
H -26.415 13.998 18.260  0.111
H -25.342 13.107 16.796  0.111
H -24.819 14.032 15.498  0.122
C -29.313 2.973 21.207  -0.870
O -28.961 2.044 21.827  0.075
N -29.404 4.209 21.616  0.165
N -29.660 2.864 19.987  0.163
H -28.934 4.474 22.470  0.118
H -29.483 4.851 20.841  0.107
H -30.062 3.642 19.483  0.114
H -29.688 1.988 19.486  0.127
C -28.490 1.650 12.221  -0.863
O -28.841 0.568 11.776  0.024
N -27.957 1.839 13.350  0.169
N -28.476 2.733 11.561  0.166
H -27.736 2.757 13.709  0.127
H -27.713 0.955 13.772  0.128
H -28.512 3.661 11.957  0.126
H -28.858 2.554 10.644  0.124
C -34.043 14.287 14.437  -0.798
O -34.545 15.360 14.230  0.041
N -32.735 14.080 14.453  0.154
N -34.696 13.232 14.813  0.155
H -32.005 14.734 14.207  0.115
H -32.472 13.310 15.050  0.101
H -34.356 12.394 15.262  0.115
H -35.698 13.358 14.838  0.118
C -37.814 6.647 16.144  -0.049
C -36.378 6.057 16.440  -0.476
C -35.628 5.598 15.234  -0.082
O -35.604 7.127 16.916  -0.048
H -38.396 6.064 15.430  0.063
H -37.800 7.647 15.710  0.071
H -38.502 6.786 16.978  0.064
H -36.523 5.226 17.131  0.129
H -35.145 6.377 14.645  0.090
H -36.137 4.950 14.521  0.082
H -34.770 4.997 15.535  0.083
H -34.745 6.935 16.534  0.074
C -22.026 8.030 13.468  -0.074
C -22.243 7.231 12.186  -0.509
C -22.225 5.768 12.568  -0.075
O -23.526 7.485 11.679  -0.051
H -22.242 9.084 13.296  0.079
H -21.001 7.954 13.831  0.076
H -22.652 7.592 14.245  0.078
H -21.478 7.589 11.497  0.140
H -22.860 5.472 13.403  0.082
H -21.222 5.402 12.787  0.077
H -22.598 5.293 11.661  0.078
H -24.232 7.513 12.328  0.098
C -33.517 10.575 9.578  -0.056
C -32.237 11.298 8.999  -0.466
C -32.631 12.718 8.441  -0.057
O -31.415 11.450 10.093  -0.047
H -34.095 10.053 8.815  0.066
H -34.330 11.209 9.933  0.072
H -33.345 9.894 10.411  0.070
H -31.781 10.825 8.129  0.123
H -31.763 13.063 7.880  0.065
H -32.820 13.431 9.244  0.076
H -33.473 12.665 7.751  0.070
H -31.693 10.906 10.833  0.083

Properties
HOMO energy	-8.0	eV
2S+1	1
E_LUMO	1.4688	eV
net charge	-1
calculated total energy	-3100.7435	Ha
orbital gap	9.48	eV

ORCA calculation (ωB97M-V with the def2-TZVPD basis set) on a 8-piece molecular cluster, C16H52N4O8 overall.

Each line ends with the Löwdin charge.
Positions of all 80 atoms, in Å:
C 2.165 1.522 3.583  -0.051
C 2.162 1.895 2.122  -0.408
C 3.246 3.003 1.824  -0.203
O 3.034 4.248 2.393  -0.160
C 2.075 5.036 1.866  -0.155
N 2.315 0.656 1.342  0.036
H 1.356 0.838 3.841  0.060
H 2.065 2.411 4.235  0.093
H 3.066 0.990 3.902  0.091
H 1.245 2.357 1.748  0.118
H 3.277 3.070 0.727  0.110
H 4.258 2.637 2.104  0.138
H 1.049 4.734 2.081  0.087
H 2.220 5.172 0.795  0.087
H 2.116 6.067 2.251  0.096
H 2.645 0.792 0.372  0.077
H 2.973 0.030 1.792  0.086
C 0.405 -4.470 -1.683  -0.062
C -0.855 -3.621 -1.400  -0.437
C -1.604 -3.290 -2.670  -0.228
O -2.629 -2.395 -2.286  -0.224
C -3.697 -2.287 -3.231  -0.089
N -1.669 -4.490 -0.553  0.040
H 0.253 -5.425 -2.213  0.084
H 0.916 -4.778 -0.753  0.071
H 1.147 -3.997 -2.301  0.054
H -0.654 -2.641 -0.906  0.121
H -2.071 -4.194 -3.147  0.140
H -0.947 -2.898 -3.450  0.120
H -3.277 -1.820 -4.120  0.088
H -4.510 -1.691 -2.870  0.074
H -4.180 -3.252 -3.472  0.094
H -1.264 -4.559 0.373  0.044
H -2.632 -4.116 -0.411  0.081
C 0.375 0.270 -2.069  -0.051
C 1.445 0.921 -2.986  -0.420
C 1.359 2.476 -2.859  -0.207
O 0.083 2.879 -3.283  -0.198
C -0.015 4.285 -3.292  -0.120
N 2.753 0.512 -2.534  0.035
H 0.537 0.484 -0.987  0.072
H 0.399 -0.833 -2.146  0.068
H -0.627 0.546 -2.388  0.066
H 1.175 0.641 -3.997  0.132
H 2.116 2.865 -3.508  0.112
H 1.527 2.719 -1.785  0.128
H -0.990 4.579 -3.651  0.087
H 0.755 4.734 -3.922  0.089
H 0.045 4.749 -2.293  0.086
H 2.801 -0.501 -2.560  0.076
H 3.455 0.807 -3.209  0.078
C -3.109 0.548 2.505  -0.055
C -3.090 0.257 1.043  -0.472
C -2.058 1.064 0.305  -0.246
O -2.479 2.375 0.228  -0.167
C -1.672 3.152 -0.617  -0.100
N -2.686 -1.110 0.818  0.049
H -3.306 1.638 2.653  0.100
H -2.102 0.261 2.925  0.094
H -3.806 -0.081 3.055  0.075
H -4.080 0.443 0.638  0.142
H -1.932 0.681 -0.695  0.103
H -1.131 0.941 0.919  0.130
H -2.038 4.187 -0.506  0.103
H -1.744 2.823 -1.637  0.071
H -0.627 3.053 -0.265  0.089
H -3.159 -1.696 1.508  0.089
H -2.975 -1.432 -0.113  0.070
O 2.279 -3.348 2.508  -0.067
H 1.666 -2.773 2.032  -0.001
H 2.063 -3.132 3.418  0.022
O 0.902 -1.609 4.710  -0.080
H 0.604 -1.457 3.782  -0.002
H 0.327 -2.297 5.048  0.037
O 0.349 -1.418 1.939  -0.085
H -0.507 -1.449 1.502  0.020
H 0.873 -0.671 1.582  0.020
O 0.370 -5.423 2.074  -0.061
H 0.677 -6.300 2.149  0.007
H 1.199 -4.893 2.080  0.009

Properties
HOMO energy	-9.0	eV
2S+1	1
E_LUMO	0.5881	eV
SMILES string	COC[C@H](C)N.COC[C@H](C)N.COC[C@H](C)N.COC[C@H](C)N.O.O.O.O
calculated total energy	-1461.6888	Ha
orbital gap	9.55	eV

Table of ΔE to the lowest compared entry with this formula, charge and spin (kcal per mole), in record order: 180.1 1.6